(1)
CH5IN2 | wB97M-V/def2-TZVPD

Values from the calculation:
Energy relative to the best compared isomer or geometry (same formula, charge and spin) in kcal per mole: 5.7
Highest occupied orbital energy in Eh: -0.3330
E_tot in eV: -12197.3337
Total charge: 0
Largest force on an atom in eV/Å: 4.21
SMILES string: NNCI
LUMO level in eV: 0.6

The geometry in XYZ format:
```
9
Properties=species:S:1:pos:R:3:lowdin_charge:R:1
C 0.97 -0.45 0.13 -0.70
N -0.96 0.79 -0.49 -0.08
N -0.01 0.44 0.55 -0.26
I 0.34 -2.14 -1.13 0.58
H 1.73 0.17 -0.52 0.08
H 1.56 -1.00 0.96 0.06
H -1.15 1.86 -0.45 0.11
H -1.91 0.36 -0.39 0.07
H -0.57 -0.03 1.35 0.14
```

(2)
C4H5NO | wB97M-V/def2-TZVPD

Values from the calculation:
Energy relative to the best compared isomer or geometry (same formula, charge and spin) in kcal per mole: 90.3
Highest occupied orbital energy in Eh: -0.3152
E_tot in eV: -7762.6124
Total charge: 0
Largest force on an atom in eV/Å: 2.27
LUMO level in eV: 0.9

The geometry in XYZ format:
```
11
Properties=species:S:1:pos:R:3:lowdin_charge:R:1
O -1.46 1.81 1.24 0.09
C -0.90 0.98 0.61 -0.14
C -1.01 -0.67 -0.67 -0.01
N 0.27 -0.85 -0.12 -0.18
C 1.26 0.17 -0.37 -0.10
C 0.45 0.12 0.89 -0.19
H -1.78 -1.27 -0.16 0.08
H -1.01 -0.87 -1.76 0.09
H 1.04 1.02 -1.02 0.11
H 2.27 -0.24 -0.50 0.11
H 0.85 -0.19 1.86 0.14
```

(3)
C7H10 | wB97M-V/def2-TZVPD

Values from the calculation:
Energy relative to the best compared isomer or geometry (same formula, charge and spin) in kcal per mole: 132.2
Highest occupied orbital energy (spin up / spin down) in Eh: -0.2815 / -0.3094
E_tot in eV: -7415.3021
Total charge: 0
Largest force on an atom in eV/Å: 1.11
LUMO level (spin up / spin down) in eV: -0.5 / -0.4

The geometry in XYZ format:
```
17
Properties=species:S:1:pos:R:3:lowdin_charge:R:1
C -2.05 0.47 0.21 -0.06
C -1.11 -0.67 -0.09 -0.23
C 0.25 -0.69 -0.83 -0.21
C 1.04 0.57 -0.98 -0.05
C 1.31 1.00 0.39 -0.13
C 0.83 0.11 1.30 -0.04
C 0.16 -1.04 0.64 -0.21
H -2.67 0.69 -0.66 0.08
H -2.72 0.16 1.02 0.08
H -1.57 1.41 0.51 0.07
H -1.68 -1.56 -0.35 0.13
H 0.30 -1.45 -1.60 0.13
H 1.98 0.66 -1.82 -0.03
H 3.01 0.21 -1.81 0.13
H 1.77 1.94 0.66 0.10
H 0.87 0.23 2.38 0.11
H 0.27 -2.05 1.03 0.14
```

(4)
C16H14BN7O4Y | wB97M-V/def2-TZVPD

Values from the calculation:
Energy relative to the best compared isomer or geometry (same formula, charge and spin) in kcal per mole: 0.9
Highest occupied orbital energy in Eh: -0.4530
E_tot in eV: -37161.1632
Total charge: +1
Largest force on an atom in eV/Å: 0.51
LUMO level in eV: -3.8

The geometry in XYZ format:
```
43
Properties=species:S:1:pos:R:3:lowdin_charge:R:1
Y -0.10 0.39 0.39 1.68
O 2.61 -3.16 2.00 0.18
C 1.77 -2.17 1.76 -0.44
O 1.38 -1.88 0.65 0.05
C 1.30 -1.45 2.98 -0.17
C 1.58 -1.83 4.28 0.04
C 1.00 -1.09 5.31 0.01
C 0.17 -0.03 5.00 0.05
C -0.04 0.29 3.66 -0.15
N 0.52 -0.40 2.68 0.08
C -0.96 1.42 3.22 -0.57
O -1.67 1.97 4.03 0.13
O -0.91 1.64 1.93 -0.20
H 2.85 -3.58 1.16 0.15
H 2.22 -2.68 4.47 0.13
H 1.19 -1.35 6.34 0.13
H -0.33 0.57 5.76 0.14
C 3.25 -0.51 -2.56 -0.03
C 2.89 0.28 -1.47 -0.13
N 1.57 0.27 -1.30 -0.09
N 1.05 -0.54 -2.28 -0.03
C 2.06 -1.01 -3.03 -0.06
B -0.47 -0.80 -2.52 -0.50
N -1.11 -1.77 -1.45 -0.03
C -1.40 -3.06 -1.61 -0.05
C -1.95 -3.55 -0.44 -0.03
C -1.95 -2.46 0.42 -0.12
N -1.45 -1.39 -0.19 -0.09
N -1.22 0.54 -2.53 -0.04
C -1.93 1.09 -3.52 -0.04
C -2.41 2.32 -3.09 -0.03
C -1.97 2.42 -1.77 -0.11
N -1.23 1.36 -1.44 -0.07
H 4.24 -0.67 -2.96 0.11
H 3.52 0.86 -0.81 0.12
H 1.84 -1.65 -3.87 0.13
H -0.56 -1.34 -3.58 0.13
H -1.22 -3.54 -2.56 0.13
H -2.31 -4.55 -0.26 0.11
H -2.31 -2.39 1.44 0.12
H -2.03 0.58 -4.46 0.13
H -3.01 3.01 -3.65 0.11
H -2.13 3.21 -1.05 0.12
```

(5)
C23H24N4O7W | wB97M-V/def2-TZVPD

Values from the calculation:
Energy relative to the best compared isomer or geometry (same formula, charge and spin) in kcal per mole: 12.7
Highest occupied orbital energy (spin up / spin down) in Eh: -0.2706 / -0.2697
E_tot in eV: -46358.7256
Total charge: 0
Largest force on an atom in eV/Å: 2.64
LUMO level (spin up / spin down) in eV: -1.0 / -1.0

The geometry in XYZ format:
```
59
Properties=species:S:1:pos:R:3:lowdin_charge:R:1
W 0.37 -0.91 0.16 1.88
C 1.04 0.63 4.10 0.00
C 0.30 0.43 2.82 -0.41
O 0.82 -0.50 2.05 -0.20
C -0.80 1.17 2.52 0.00
C -1.69 0.95 1.39 -0.29
C -2.96 1.75 1.34 -0.01
N -1.42 0.09 0.47 -0.11
N -2.42 -0.19 -0.51 0.14
C -1.91 -0.89 -1.45 -0.40
O -0.62 -1.22 -1.52 -0.19
C -2.83 -1.50 -2.44 -0.15
C -2.39 -2.59 -3.17 -0.02
C -3.25 -3.21 -4.07 -0.08
C -4.53 -2.72 -4.25 -0.09
C -4.96 -1.61 -3.53 -0.08
C -4.11 -1.00 -2.62 -0.03
H 1.80 -0.14 4.21 0.09
H 0.36 0.59 4.95 0.09
H 1.52 1.61 4.10 0.09
H -1.10 1.92 3.23 0.11
H -2.93 2.55 2.07 0.08
H -3.80 1.09 1.56 0.10
H -3.12 2.15 0.34 0.09
H -1.38 -2.96 -3.02 0.12
H -2.91 -4.07 -4.63 0.10
H -5.20 -3.20 -4.96 0.10
H -5.96 -1.23 -3.68 0.10
H -4.44 -0.14 -2.06 0.11
C 4.18 -3.17 0.02 -0.01
C 2.77 -2.70 0.12 -0.27
N 2.34 -1.46 -0.23 -0.16
O 3.35 -0.64 -0.70 -0.02
C 1.72 -3.46 0.59 -0.29
C 1.77 -4.77 1.30 -0.01
N 0.56 -2.83 0.25 -0.20
O -0.59 -2.53 0.95 -0.20
H 4.82 -2.42 -0.44 0.07
H 4.25 -4.09 -0.56 0.09
H 4.58 -3.39 1.02 0.09
H 2.93 0.24 -0.68 0.08
H 2.55 -4.74 2.06 0.09
H 1.98 -5.60 0.63 0.09
H 0.82 -4.97 1.79 0.08
O 2.56 2.60 1.52 0.07
C 1.97 3.58 0.80 -0.25
C 2.26 4.89 1.16 -0.01
C 1.71 5.94 0.45 -0.08
C 0.86 5.71 -0.63 -0.08
C 0.57 4.41 -0.99 -0.02
C 1.11 3.33 -0.29 -0.07
C 0.70 1.97 -0.74 -0.49
O -0.12 1.79 -1.60 0.11
O 1.31 0.96 -0.07 -0.26
H 2.32 1.75 1.10 0.07
H 2.92 5.06 2.00 0.12
H 1.94 6.96 0.74 0.11
H 0.43 6.54 -1.18 0.10
H -0.09 4.19 -1.82 0.12
```

(6)
CoH26O17S | wB97M-V/def2-TZVPD

Values from the calculation:
Energy relative to the best compared isomer or geometry (same formula, charge and spin) in kcal per mole: 0.0
Highest occupied orbital energy (spin up / spin down) in Eh: -0.3903 / -0.3899
E_tot in eV: -83694.3644
Spin multiplicity: 4
Total charge: 0
Largest force on an atom in eV/Å: 2.72
LUMO level (spin up / spin down) in eV: -1.1 / -1.3

The geometry in XYZ format:
```
45
Properties=species:S:1:pos:R:3:lowdin_charge:R:1
Co 12.42 -0.42 7.34 0.87
S 9.84 1.29 8.17 0.44
O 10.31 0.89 9.48 -0.34
O 10.88 0.61 7.18 -0.46
O 8.54 0.69 7.76 -0.37
O 9.91 2.73 7.88 -0.31
O 8.40 4.08 11.05 -0.06
H 8.79 3.20 10.94 0.02
H 7.54 3.98 10.60 0.02
O 5.82 0.09 8.13 -0.04
H 6.74 0.17 7.89 -0.03
H 5.78 -0.71 8.63 0.03
O 13.83 0.82 6.47 -0.03
H 13.39 1.61 6.14 0.04
H 14.48 0.62 5.77 0.10
O 8.92 -1.13 11.43 -0.05
H 9.26 -0.65 10.67 -0.01
H 9.64 -1.07 12.06 0.02
O 8.85 5.45 5.91 -0.05
H 9.43 6.10 6.32 0.03
H 8.55 4.89 6.62 0.00
O 7.52 2.42 5.43 -0.05
H 6.59 2.29 5.62 0.04
H 8.00 1.88 6.07 -0.02
O 6.51 3.21 8.74 -0.03
H 6.66 2.28 8.56 0.00
H 6.65 3.70 7.93 0.03
O 12.09 -2.13 6.32 -0.08
H 12.51 -2.97 6.55 0.09
H 11.06 -2.17 6.20 0.07
O 12.05 2.91 5.81 -0.06
H 12.06 3.75 6.29 0.07
H 11.28 2.44 6.20 0.01
O 11.93 1.66 12.26 -0.05
H 11.01 1.38 12.20 0.02
H 11.92 2.61 12.13 0.03
O 12.55 -0.23 9.41 -0.07
H 11.72 0.14 9.82 0.03
H 13.18 -0.58 10.07 0.10
O 11.18 4.84 9.79 -0.06
H 10.87 4.33 9.05 -0.02
H 10.45 4.82 10.42 0.00
O 9.52 -1.84 6.46 -0.05
H 8.94 -1.67 5.69 0.09
H 9.20 -1.11 7.06 0.06
```

(7)
C6H12N5 | wB97M-V/def2-TZVPD

Values from the calculation:
Energy relative to the best compared isomer or geometry (same formula, charge and spin) in kcal per mole: 55.2
Highest occupied orbital energy (spin up / spin down) in Eh: -0.3886 / -0.3838
E_tot in eV: -13856.8610
Total charge: +1
Largest force on an atom in eV/Å: 5.63
LUMO level (spin up / spin down) in eV: -3.1 / -3.3

The geometry in XYZ format:
```
23
Properties=species:S:1:pos:R:3:lowdin_charge:R:1
C -1.73 1.07 -0.06 -0.41
C -1.13 -1.27 -0.40 -0.35
C 2.58 1.80 0.78 -0.03
C 2.39 0.57 0.42 -0.15
C 0.20 0.52 -1.17 -0.12
C 2.61 -0.81 0.70 -0.10
N -0.70 1.41 -0.68 0.14
N -1.92 -0.39 0.28 0.22
N -0.18 -0.84 -1.15 0.15
N -2.68 1.85 0.40 0.17
N -1.60 -2.54 -0.41 0.23
H 3.44 2.16 1.42 0.08
H 1.97 2.75 0.62 0.08
H 0.75 0.81 -1.97 0.09
H 2.72 -0.89 1.78 0.10
H 1.72 -1.32 0.41 0.05
H 3.48 -1.00 0.16 0.07
H -2.74 -0.64 0.68 0.10
H 0.26 -1.51 -1.74 0.18
H -2.49 2.85 0.27 0.15
H -3.65 1.56 0.36 0.12
H -2.29 -2.93 0.15 0.11
H -1.01 -3.21 -0.85 0.12
```

(8)
C12H42O15 | wB97M-V/def2-TZVPD

Values from the calculation:
Energy relative to the best compared isomer or geometry (same formula, charge and spin) in kcal per mole: 0.0
Highest occupied orbital energy in Eh: -0.3479
E_tot in eV: -43835.5698
Total charge: 0
Largest force on an atom in eV/Å: 2.84
SMILES string: OCCO.OCCO.OCCO.OCCO.OCCO.OCCO.O.O.O
LUMO level in eV: 0.3

The geometry in XYZ format:
```
69
Properties=species:S:1:pos:R:3:lowdin_charge:R:1
O -0.03 3.63 -0.90 -0.06
H -0.61 2.90 -0.62 -0.01
H -0.41 4.52 -0.73 0.07
O 1.28 2.05 -3.38 -0.02
H 1.88 2.75 -3.15 0.02
H 1.25 2.15 -4.32 0.07
O 0.64 -0.21 0.32 -0.08
H 0.62 -1.22 0.24 0.07
H 1.50 0.13 -0.05 0.07
C -0.04 -1.67 -2.81 -0.28
C -1.25 -2.50 -2.37 -0.23
O -0.92 -3.49 -1.44 -0.08
O 0.91 -2.55 -3.29 -0.06
H 0.24 -1.17 -1.89 0.09
H -0.30 -0.88 -3.54 0.12
H -1.68 -2.98 -3.34 0.15
H -2.01 -1.84 -1.91 0.11
H -0.55 -4.25 -1.92 0.11
H 1.66 -2.73 -2.67 0.12
C -2.48 1.73 -2.30 -0.22
C -2.50 1.16 -0.88 -0.16
O -1.38 1.51 0.01 -0.16
O -1.60 1.06 -3.20 -0.10
H -2.14 2.79 -2.31 0.12
H -3.47 1.54 -2.76 0.13
H -2.62 0.07 -0.84 0.11
H -3.38 1.57 -0.39 0.12
H -0.60 0.85 -0.07 0.08
H -0.69 1.49 -3.17 0.06
C 1.92 -3.60 1.38 -0.20
C 1.90 -2.55 2.46 -0.22
O 0.55 -2.35 2.91 -0.05
O 1.30 -2.95 0.27 -0.10
H 1.39 -4.45 1.67 0.11
H 2.94 -3.86 1.13 0.12
H 2.27 -1.64 2.04 0.10
H 2.57 -2.87 3.27 0.13
H 0.54 -1.78 3.67 0.09
H 0.52 -3.40 -0.11 0.08
C -1.07 2.32 3.22 -0.25
C 0.31 2.47 2.57 -0.23
O 1.10 1.31 2.70 -0.06
O -1.95 1.41 2.66 -0.08
H -1.51 3.33 3.21 0.12
H -1.06 2.06 4.27 0.12
H 0.80 3.27 3.15 0.12
H 0.36 2.82 1.52 0.11
H 0.71 0.64 2.16 0.02
H -1.77 1.27 1.71 0.04
C -2.76 -1.66 1.64 -0.25
C -2.55 -2.84 2.49 -0.28
O -2.47 -2.56 3.86 -0.06
O -3.90 -0.84 1.97 -0.04
H -2.94 -2.10 0.67 0.11
H -1.85 -1.06 1.65 0.11
H -1.65 -3.36 2.22 0.10
H -3.43 -3.53 2.39 0.14
H -3.09 -1.82 4.02 0.10
H -3.53 -0.05 2.34 0.04
C 3.94 1.56 -1.79 -0.20
C 3.85 2.93 -1.16 -0.27
O 2.80 3.65 -1.68 -0.07
O 2.73 0.85 -1.46 -0.10
H 4.81 1.04 -1.37 0.12
H 4.11 1.64 -2.88 0.13
H 4.78 3.47 -1.39 0.13
H 3.80 2.79 -0.12 0.11
H 1.95 3.36 -1.28 0.07
H 2.26 0.69 -2.30 0.07
```